1.
C4H7NO | ωB97M-V/def2-TZVPD

The geometry in XYZ format:
```
13
Properties=species:S:1:pos:R:3:forces:R:3
O 1.28915 -0.56302 2.18363 0.06 0.17 0.17
C 0.59203 0.40159 -0.68063 0.13 0.12 -0.01
C -0.10996 -0.75776 -1.30061 -0.02 -0.14 -0.14
C -0.76323 -0.02508 -0.15199 -0.11 -0.02 0.10
C -1.89462 0.83617 -0.40562 -0.72 0.58 -0.18
N -2.78583 1.54829 -0.60495 0.84 -0.70 0.18
H 2.02907 -0.20436 2.68732 -0.05 -0.12 0.00
H 1.43992 0.19827 -0.03583 -0.15 0.04 -0.18
H 0.62194 1.33583 -1.23260 -0.02 -0.16 0.08
H 0.25747 -1.75290 -1.07114 -0.07 0.16 -0.05
H -0.54653 -0.63906 -2.28652 0.06 0.01 0.16
H 0.67605 0.17769 2.10377 0.08 -0.05 0.07
H -0.80545 -0.55567 0.79516 -0.02 0.10 -0.19
```
Positions in Å, forces in eV/Å.

The HOMO energy is -0.3941 Ha. As for the energy: -286.56650 a.u. The value obtained for the energy relative to the best compared isomer or geometry (same formula, charge and spin) is 40.9 kcal per mole. As for the maximum force: 1.11 eV/Å. Its SMILES is N#CC1CC1.O. The value obtained for the molar mass is 85.106 g mol⁻¹. Its total charge is 0.



2.
C4H7NO | ωB97M-V/def2-TZVPD

The geometry in XYZ format:
```
13
Properties=species:S:1:pos:R:3:forces:R:3
C -0.23134 -0.37073 1.37856 0.96 -0.26 -0.25
C -0.64091 0.53681 0.19687 0.15 -0.14 -0.34
C 0.69859 0.85060 -0.48888 0.27 0.27 -0.25
N 0.71897 -0.55696 -0.94651 -0.61 0.22 -1.32
C -0.74020 -0.59964 -0.80108 0.28 -0.31 -1.17
O -1.55923 -1.34096 -1.25023 0.40 0.37 0.14
H 0.26710 0.20805 2.16556 0.01 -0.05 -0.13
H -1.15762 -0.79273 1.83670 1.00 -0.44 -0.48
H 0.65571 -1.01728 0.54518 -2.43 0.75 3.89
H -1.41025 1.32016 0.25333 0.21 -0.52 0.23
H 1.50790 1.16431 0.17801 -0.02 -0.24 -0.18
H 0.61487 1.50000 -1.35648 -0.01 0.36 0.16
H 1.27642 -0.90165 -1.71103 -0.21 -0.02 -0.29
```
Positions in Å, forces in eV/Å.

The HOMO energy is -0.3333 Ha. As for the energy: -286.51013 a.u. The value obtained for the energy relative to the best compared isomer or geometry (same formula, charge and spin) is 76.3 kcal per mole. As for the maximum force: 4.65 eV/Å. The value obtained for the molar mass is 85.106 g mol⁻¹. Its total charge is 0.



3.
C4H7NO | ωB97M-V/def2-TZVPD

The geometry in XYZ format:
```
13
Properties=species:S:1:pos:R:3:forces:R:3
C 0.15879 1.35047 0.36457 0.41 -1.09 -0.43
O -0.87800 0.90916 -0.43132 -0.59 0.00 -0.15
C -1.19092 -0.40972 -0.04368 -0.32 -0.17 -0.14
C 0.11601 -1.19147 0.01261 -0.08 0.06 0.10
N 1.09655 -0.86618 -1.05670 0.18 0.12 -0.06
C 1.24370 -0.32994 0.23604 -2.11 3.10 -0.06
H -0.11909 1.48241 1.43370 0.18 -0.31 -0.42
H 0.55720 2.29736 -0.05210 0.07 -0.71 0.16
H -1.68177 -0.42624 0.94328 0.10 -0.01 -0.13
H -1.87695 -0.80652 -0.79431 -0.04 -0.03 0.08
H 0.07618 -2.22937 0.32343 -0.01 0.05 -0.04
H 0.72674 -0.17197 -1.71047 -0.14 -0.18 0.05
H 1.77158 0.39201 0.77494 2.35 -0.83 1.04
```
Positions in Å, forces in eV/Å.

The HOMO energy is -0.2998 Ha. As for the energy: -286.45113 a.u. The value obtained for the energy relative to the best compared isomer or geometry (same formula, charge and spin) is 113.3 kcal per mole. As for the maximum force: 3.75 eV/Å. The value obtained for the molar mass is 85.106 g mol⁻¹. Its total charge is 0.



4.
C4H7NO | ωB97M-V/def2-TZVPD

The geometry in XYZ format:
```
13
Properties=species:S:1:pos:R:3:forces:R:3
C -1.67419 0.13941 -0.34044 -6.35 0.96 -0.86
C -2.90069 0.33423 -0.25079 2.79 0.09 0.56
C 0.88133 0.55310 0.24196 0.58 1.54 0.08
C 1.80211 -0.27678 -0.58513 1.86 -2.60 -1.86
H -0.64415 0.05007 -0.45815 -0.65 -0.28 -1.18
H -3.92326 0.67409 0.03993 1.49 -0.75 -0.63
H -0.79418 0.01934 1.66112 4.04 0.53 -1.50
H -0.16812 -1.46564 0.80569 2.36 4.84 1.49
H 1.70325 -0.43601 -1.73591 -0.43 1.39 1.87
H 1.81416 -1.41188 -0.33021 0.27 2.14 0.35
H 2.79276 0.22950 -0.40614 -0.71 -0.96 -0.37
N 0.26056 -0.18823 1.22953 -4.93 -5.09 1.51
O 0.85041 1.77879 0.12853 -0.34 -1.81 0.53
```
Positions in Å, forces in eV/Å.

The HOMO energy is -0.3689 Ha. As for the energy: -286.39585 a.u. The value obtained for the energy relative to the best compared isomer or geometry (same formula, charge and spin) is 148.0 kcal per mole. As for the maximum force: 7.24 eV/Å. The value obtained for the molar mass is 85.106 g mol⁻¹. Its total charge is 0.



5.
C4H7NO | ωB97M-V/def2-TZVPD

The geometry in XYZ format:
```
13
Properties=species:S:1:pos:R:3:forces:R:3
O 1.78923 -0.81096 1.38150 -0.54 0.03 0.24
C 0.66287 -0.79343 1.81884 0.26 0.04 0.14
C -0.49754 -0.06572 1.19343 -0.06 0.31 0.54
C -0.07147 0.80147 0.06473 -0.14 0.10 0.50
C -0.14502 0.32374 -2.03213 -0.26 0.26 -1.07
N -0.87337 0.88103 -0.90997 0.53 -1.04 0.41
H 0.39165 -1.36987 2.72238 0.12 -0.11 0.03
H -1.11395 0.44835 1.92073 -0.09 -0.03 0.50
H -1.13724 -0.84949 0.73965 0.15 0.30 0.35
H 0.99161 1.06187 -0.02905 0.08 -0.48 -0.08
H -0.14913 -0.76859 -1.83513 -0.02 0.46 -0.48
H 0.91389 0.60434 -2.15537 -0.23 0.26 0.01
H -0.76154 0.53725 -2.87960 0.20 -0.11 -1.09
```
Positions in Å, forces in eV/Å.

The HOMO energy is -0.3215 Ha. As for the energy: -286.50898 a.u. The value obtained for the energy relative to the best compared isomer or geometry (same formula, charge and spin) is 77.0 kcal per mole. As for the maximum force: 1.24 eV/Å. Its SMILES is C/N=C/CC=O. The value obtained for the molar mass is 85.106 g mol⁻¹. Its total charge is 0.



6.
C4H7NO | ωB97M-V/def2-TZVPD

The geometry in XYZ format:
```
13
Properties=species:S:1:pos:R:3:forces:R:3
N -2.29829 -0.80753 -0.78732 0.12 -0.48 0.23
C -1.22814 -0.81016 -0.12312 -0.15 -0.45 -0.09
C 0.38654 1.63673 -0.12874 0.25 0.14 -0.04
C 1.19513 0.70942 0.37604 -0.06 0.26 -0.13
C 1.09967 -0.73657 -0.00586 0.24 0.08 0.04
O -0.06040 -0.97468 -0.77625 -0.09 0.05 -0.18
H -3.09050 -0.93270 -0.16460 -0.07 0.52 0.04
H -0.27854 1.46109 -0.96883 -0.11 -0.26 0.33
H 0.37982 2.64614 0.25325 0.30 0.15 -0.04
H -1.11848 -0.73710 0.97003 -0.12 -0.14 -0.20
H 1.96464 0.97044 1.09991 -0.26 -0.04 0.12
H 1.11516 -1.37734 0.89348 -0.07 0.17 -0.17
H 1.93339 -1.04774 -0.63799 0.01 0.01 0.08
```
Positions in Å, forces in eV/Å.

The HOMO energy is -0.3673 Ha. As for the energy: -286.55463 a.u. The value obtained for the energy relative to the best compared isomer or geometry (same formula, charge and spin) is 48.3 kcal per mole. As for the maximum force: 0.55 eV/Å. Its SMILES is [H]/N=C/OCC=C. The value obtained for the molar mass is 85.106 g mol⁻¹. Its total charge is 0.



7.
C4H7NO | ωB97M-V/def2-TZVPD

The geometry in XYZ format:
```
13
Properties=species:S:1:pos:R:3:forces:R:3
C 1.27189 -0.00712 0.44749 0.21 -0.26 -0.03
C -0.77581 1.16808 0.02375 -0.37 0.06 0.09
C -0.64958 -0.15037 -0.68542 0.02 0.18 -0.25
C 0.06026 -0.91025 0.42564 0.12 -0.03 0.33
H 1.85507 -0.08869 1.36862 -0.11 0.04 -0.09
H 1.93866 -0.09006 -0.41481 -0.06 0.03 0.03
H -1.47572 1.17407 0.86545 0.12 -0.01 -0.07
H -0.98120 2.01985 -0.62903 0.07 -0.10 0.03
H 0.00903 0.01545 -1.53985 -0.03 -0.07 0.06
H -0.51929 -2.06130 -1.26109 -0.02 0.04 0.05
H -0.43969 -0.81285 1.38721 0.02 0.02 -0.09
N -0.90288 -1.55799 -0.46576 -0.01 -0.02 -0.09
O 0.60925 1.30117 0.47779 0.03 0.12 0.05
```
Positions in Å, forces in eV/Å.

The HOMO energy is -0.3325 Ha. As for the energy: -286.45268 a.u. The value obtained for the energy relative to the best compared isomer or geometry (same formula, charge and spin) is 112.3 kcal per mole. As for the maximum force: 0.39 eV/Å. Its SMILES is C1OC[C@@H]2N[C@@H]12. The value obtained for the molar mass is 85.106 g mol⁻¹. Its total charge is 0.



8.
C4H7NO | ωB97M-V/def2-TZVPD

The geometry in XYZ format:
```
13
Properties=species:S:1:pos:R:3:forces:R:3
C -0.36353 -1.83163 -0.36941 -0.10 -0.10 -0.04
C 0.57839 -0.68998 -0.03817 -0.05 0.01 -0.05
C -0.22515 0.47291 0.48882 0.22 -0.18 0.28
O 0.76238 2.76102 -0.09862 -0.43 0.67 -0.16
C -0.11895 1.75115 -0.07682 0.07 0.00 0.11
N -1.21370 1.34007 -0.50710 0.86 -0.25 0.43
H 0.14879 -2.70259 -0.78650 -0.09 0.09 0.04
H -0.90050 -2.12738 0.53896 0.03 -0.09 -0.18
H -1.09930 -1.45310 -1.08456 0.01 -0.27 0.00
H 1.16951 -0.38257 -0.91104 -0.21 -0.05 0.08
H 1.30925 -0.98678 0.72941 -0.20 0.10 -0.09
H -0.53639 0.40356 1.53291 -0.36 -0.13 -0.24
H 0.47517 3.37369 0.59395 0.25 0.21 -0.17
```
Positions in Å, forces in eV/Å.

The HOMO energy is -0.3600 Ha. As for the energy: -286.52500 a.u. The value obtained for the energy relative to the best compared isomer or geometry (same formula, charge and spin) is 66.9 kcal per mole. As for the maximum force: 1.00 eV/Å. Its SMILES is CC[C@@H]1N=C1O. The value obtained for the molar mass is 85.106 g mol⁻¹. Its total charge is 0.



9.
C4H7NO | ωB97M-V/def2-TZVPD

The geometry in XYZ format:
```
13
Properties=species:S:1:pos:R:3:forces:R:3
C -0.56887 -1.45928 0.88454 -0.19 -0.27 -0.22
C -0.30551 1.25033 -1.44833 -0.53 0.29 -2.52
O -0.29297 1.45355 -0.17102 -0.07 0.39 2.25
C 0.72332 0.81445 0.56226 0.22 -0.93 -0.73
C 0.54313 -0.73819 0.14479 -0.59 1.06 1.17
N 0.96210 -1.07269 -0.95933 0.45 -0.45 -0.01
H -0.74232 -1.13910 1.91026 0.33 0.10 -0.01
H -1.46687 -1.20391 0.31252 -0.05 -0.12 0.16
H -0.44882 -2.54101 0.84891 0.05 0.06 -0.01
H -1.28181 1.39996 -1.90255 0.35 -0.05 -0.08
H 0.59194 1.04465 -2.01208 0.01 0.14 0.07
H 0.57022 1.08202 1.60863 0.03 -0.40 -0.09
H 1.71648 1.10922 0.22140 -0.01 0.17 0.02
```
Positions in Å, forces in eV/Å.

The HOMO energy (spin up / spin down) is -0.2637 / -0.3345 Ha. As for the energy: -286.44606 a.u. The value obtained for the energy relative to the best compared isomer or geometry (same formula, charge and spin) is 116.5 kcal per mole. As for the maximum force: 2.59 eV/Å. The value obtained for the molar mass is 85.106 g mol⁻¹. Its total charge is 0.



10.
C4H7NO | ωB97M-V/def2-TZVPD

The geometry in XYZ format:
```
13
Properties=species:S:1:pos:R:3:forces:R:3
C 1.42637 -0.62371 0.07650 0.02 0.01 0.04
C 0.05620 0.01819 0.09077 0.07 -0.01 0.06
C -0.12254 1.39513 0.63527 -0.21 -0.14 0.38
N -0.27766 0.84578 -1.06514 -0.12 0.06 -0.04
C -1.08337 -0.91413 0.38434 -0.36 0.09 -0.08
O -2.18946 -0.80191 -0.09822 0.50 -0.10 0.16
H 1.46191 -1.50201 -0.57891 -0.04 0.15 0.08
H 2.16764 0.10279 -0.26466 -0.12 -0.07 0.08
H 1.69852 -0.92886 1.09240 -0.04 0.02 -0.13
H -1.18948 1.52066 0.88480 0.15 -0.11 0.08
H 0.17835 1.77236 -0.99322 0.08 -0.07 -0.56
H -1.26818 0.81870 -1.29422 0.12 0.11 0.05
H -0.85830 -1.70299 1.13029 -0.05 0.07 -0.10
```
Positions in Å, forces in eV/Å.

The HOMO energy is -0.3171 Ha. As for the energy: -286.46482 a.u. The value obtained for the energy relative to the best compared isomer or geometry (same formula, charge and spin) is 104.7 kcal per mole. As for the maximum force: 0.57 eV/Å. The value obtained for the molar mass is 85.106 g mol⁻¹. Its total charge is 0.